Below is a molecular structure, C68H57BiN2O7P2S in a non-equilibrium geometry, with properties calculated with wB97M-V/def2-TZVPD.

Structure (XYZ):
```
138
Properties=species:S:1:pos:R:3:forces:R:3:mulliken_charge:R:1
Bi -0.4235 1.3556 0.4548 0.027 1.422 0.786 -0.218
O 2.3153 -2.8825 -0.1418 0.970 -0.580 -0.455 -0.921
S 1.1245 -1.9877 -0.0787 -0.416 -0.512 1.639 2.033
C -0.2231 -3.1723 0.2041 0.369 0.111 0.331 -0.161
C 0.0314 -4.1886 1.1033 0.288 0.289 -0.387 -0.426
C -0.9380 -5.1170 1.5034 -0.413 -0.197 -0.020 -1.144
C -2.1942 -4.9958 0.9738 0.246 0.043 -0.039 0.951
C -3.4565 -5.7848 1.2060 0.013 -0.153 0.082 -1.263
C -4.4879 -5.1799 0.2205 -0.141 -0.054 -0.080 -0.846
C -3.7161 -4.1475 -0.5613 -0.032 0.174 -0.295 0.597
C -4.0472 -3.3844 -1.6501 -0.189 -0.438 0.384 -1.353
C -3.0761 -2.5321 -2.1884 0.491 0.191 0.154 0.214
C -1.8135 -2.3694 -1.6508 -0.432 0.289 -0.271 0.553
P -0.5167 -1.3040 -2.4104 0.131 -0.574 -0.899 2.396
C 0.0620 -2.8144 -3.3805 0.051 0.062 -0.108 1.236
C 1.0512 -3.6690 -2.9059 -0.079 0.139 -0.047 -0.417
C 1.4025 -4.8135 -3.6012 0.115 -0.194 -0.041 -1.477
C 0.7736 -5.1344 -4.7898 0.079 -0.156 -0.060 -0.621
C -0.2159 -4.2961 -5.2767 -0.074 -0.052 -0.120 -0.778
C -0.5689 -3.1574 -4.5766 0.027 -0.082 -0.072 -0.732
C -0.9281 -0.3802 -3.9627 0.126 0.168 0.234 0.348
C 0.2629 0.1501 -4.4630 -0.018 -0.156 0.050 -0.947
C 0.2846 0.9581 -5.5800 0.060 0.115 -0.169 -0.433
C -0.9009 1.2640 -6.2288 0.013 0.084 -0.163 -0.965
C -2.0914 0.7590 -5.7366 -0.160 0.060 -0.170 -0.709
C -2.1094 -0.0483 -4.6111 -0.092 -0.139 0.068 0.328
C -1.4500 -3.1265 -0.5003 -0.547 -0.110 -0.038 -1.075
C -2.4207 -4.0394 -0.0334 0.022 0.054 0.050 0.555
C 1.4187 -1.3379 1.5922 -0.504 -0.302 -0.151 -0.325
C 0.9601 -1.9461 2.7326 -0.033 0.009 -0.224 0.524
C 1.5841 -1.7847 3.9812 0.406 -0.005 0.131 -1.464
C 2.6880 -0.9883 4.0494 -0.173 -0.288 -0.008 0.831
C 3.6087 -0.6578 5.1897 -0.090 -0.033 0.183 -1.061
C 4.6375 0.3365 4.5975 0.162 0.058 0.114 -0.926
C 4.2497 0.4805 3.1514 -0.117 -0.092 -0.207 0.402
C 4.8086 1.1780 2.1174 0.128 0.011 0.266 -1.353
C 4.1813 1.1253 0.8653 -0.251 -0.327 -0.052 0.029
C 3.0358 0.3885 0.6073 0.303 0.320 0.051 0.646
P 2.2385 0.5975 -1.0337 1.315 0.522 -0.539 1.876
C 3.7821 0.1294 -2.0188 -0.434 -0.055 -0.077 0.882
C 4.7676 0.9984 -2.4807 -0.034 0.066 0.092 -0.576
C 5.8536 0.5244 -3.1951 0.164 0.074 -0.068 -0.893
C 5.9803 -0.8263 -3.4672 0.111 -0.067 -0.059 -0.686
C 5.0090 -1.7017 -3.0132 0.105 -0.127 -0.054 -0.775
C 3.9218 -1.2276 -2.3015 -0.074 0.083 -0.006 -0.472
C 2.4219 2.4209 -1.2702 0.025 -0.108 0.023 0.574
C 2.5083 3.3353 -0.2262 0.205 0.026 -0.063 -0.326
C 2.6558 4.6867 -0.4956 0.083 0.211 0.004 -0.751
C 2.6608 5.1520 -1.7989 0.043 0.128 0.058 -0.884
C 2.5281 4.2524 -2.8435 -0.015 -0.017 -0.248 -1.101
C 2.4172 2.8972 -2.5764 -0.119 0.095 0.003 -0.140
C 2.4878 -0.4118 1.6470 0.388 0.233 0.216 -1.586
C 3.1097 -0.3014 2.9008 -0.012 0.009 -0.141 0.077
H 1.0335 -4.2605 1.5020 0.054 0.037 0.043 0.777
H -0.6883 -5.8905 2.2192 -0.004 0.014 0.046 0.409
H -3.7798 -5.6954 2.2448 0.025 -0.032 -0.002 0.292
H -3.2958 -6.8481 1.0072 0.000 0.032 0.023 0.435
H -5.3207 -4.7123 0.7532 -0.052 -0.031 -0.009 0.213
H -4.9158 -5.9435 -0.4347 -0.035 0.042 0.046 0.344
H -5.0252 -3.4451 -2.1120 -0.044 0.012 0.001 0.427
H -3.3349 -1.9620 -3.0636 -0.043 0.092 -0.111 0.134
H 1.5595 -3.4580 -1.9818 0.173 -0.054 0.069 0.921
H 2.1774 -5.4569 -3.2039 0.038 -0.032 0.024 0.488
H 1.0488 -6.0304 -5.3325 0.018 -0.023 -0.024 0.350
H -0.7177 -4.5340 -6.2070 -0.034 -0.001 -0.031 0.449
H -1.3511 -2.5250 -4.9728 -0.025 0.005 -0.037 0.273
H 1.1834 -0.0790 -3.9362 0.120 0.021 -0.033 0.334
H 1.2214 1.3637 -5.9400 0.059 0.003 0.006 0.452
H -0.8978 1.9006 -7.1058 -0.003 0.013 0.014 0.327
H -3.0250 1.0066 -6.2285 -0.019 0.003 0.023 0.407
H -3.0627 -0.3842 -4.2344 -0.054 0.004 0.063 0.115
H 0.0924 -2.5841 2.6829 0.025 0.032 0.024 0.417
H 1.1773 -2.2863 4.8458 -0.051 0.023 0.115 0.334
H 4.0933 -1.5617 5.5731 -0.032 0.086 0.024 0.240
H 3.0403 -0.2090 6.0043 -0.026 -0.011 0.065 0.217
H 5.6613 -0.0386 4.6919 -0.025 0.069 0.023 0.306
H 4.5908 1.3032 5.1040 0.040 -0.021 0.018 0.270
H 5.7026 1.7785 2.2410 0.016 0.015 0.041 0.422
H 4.6160 1.7019 0.0618 -0.014 0.058 -0.032 0.409
H 4.6955 2.0586 -2.2853 0.005 0.032 0.008 0.315
H 6.6109 1.2185 -3.5382 0.029 0.045 -0.020 0.405
H 6.8331 -1.1911 -4.0258 0.022 -0.030 -0.031 0.355
H 5.0991 -2.7604 -3.2145 -0.034 -0.089 -0.008 0.470
H 3.1826 -1.9197 -1.9316 -0.035 -0.138 0.002 0.499
H 2.4419 3.0013 0.7972 0.166 0.035 -0.054 0.135
H 2.7657 5.3830 0.3248 -0.072 0.019 0.064 0.462
H 2.7679 6.2130 -1.9989 -0.014 -0.026 -0.006 0.355
H 2.5141 4.6080 -3.8660 -0.012 -0.025 -0.062 0.388
H 2.3253 2.1968 -3.3960 -0.020 -0.045 -0.112 0.525
O -3.8547 -3.3092 3.4636 0.046 -0.057 0.005 -0.735
C -3.2926 -2.0991 3.1348 0.116 0.286 -0.131 0.987
C -3.8063 -1.3425 2.0933 0.019 0.025 0.003 -0.545
C -3.1985 -0.1297 1.8108 -0.219 -0.436 0.104 -0.220
N -2.1348 0.3151 2.4622 0.092 0.200 -0.131 1.103
C -1.6572 -0.3814 3.4822 0.057 -0.138 0.531 -0.523
C -2.2215 -1.5996 3.8584 -0.133 -0.281 0.087 -1.100
C -0.4695 0.2068 4.3094 -0.545 -0.194 -0.303 0.411
O -0.4949 -0.0873 5.5148 0.003 -0.323 0.654 -0.965
O 0.3658 0.8613 3.6798 0.220 0.326 -0.364 -0.486
C -3.7750 0.7548 0.7311 -0.202 0.341 -0.225 -0.298
O -4.9228 0.5044 0.3233 -0.353 -0.403 0.175 -0.936
O -3.0557 1.7012 0.3110 0.220 0.148 0.666 -0.687
H -4.5523 -3.4771 2.8171 0.071 0.034 0.105 0.356
H -4.6590 -1.6631 1.5077 -0.063 0.043 -0.035 0.474
H -1.8286 -2.1345 4.7103 0.048 0.026 0.088 0.645
N -4.1825 1.3193 -2.1883 -0.063 -0.100 -0.263 -0.301
C -2.8353 1.2683 -1.9251 -0.504 0.573 -0.915 -1.310
O -2.2619 0.1968 -1.7845 -0.518 0.320 0.439 0.490
C -2.1003 2.5794 -2.0815 0.179 -0.147 0.206 -1.276
C -0.6887 2.4751 -1.5492 -0.299 -0.153 0.074 -0.683
H -4.7176 0.6519 -1.6291 0.158 0.133 -0.028 0.407
H -4.5706 2.2483 -2.0911 0.087 -0.126 0.119 0.339
H -2.6581 3.3496 -1.5497 -0.090 0.025 -0.045 0.537
H -2.1048 2.8327 -3.1513 -0.088 -0.049 -0.044 0.426
H -0.2249 3.4521 -1.4848 0.140 0.148 0.056 0.384
H -0.1041 1.8620 -2.2339 0.103 -0.016 -0.034 0.351
C -1.5669 4.7013 0.8771 0.150 -0.032 0.246 -1.473
C -0.5897 4.2730 1.9709 0.028 0.287 -0.035 3.387
C 0.3332 5.4743 2.2627 -0.151 -0.171 0.007 -2.232
C 0.1854 3.0348 1.6315 0.021 -0.985 -1.139 -1.216
C -1.3006 3.8085 3.2395 -0.230 0.282 0.099 0.425
C -2.5834 3.2703 3.2083 0.043 0.192 0.010 -0.343
C -3.1497 2.7102 4.3387 -0.149 0.003 0.122 -0.579
C -2.4561 2.6743 5.5337 -0.156 -0.077 0.123 -0.446
C -1.1854 3.2160 5.5842 0.105 0.083 0.187 -0.623
C -0.6212 3.7758 4.4582 0.013 0.133 -0.021 -0.553
H -1.0187 5.0685 0.0128 0.135 0.019 -0.124 0.395
H -2.2122 5.5022 1.2398 -0.154 0.081 0.013 0.488
H -2.1691 3.8593 0.5619 -0.240 -0.080 -0.093 -0.307
H 0.7206 5.8758 1.3287 0.048 -0.013 -0.114 0.517
H 1.1783 5.1855 2.8822 0.108 0.005 0.080 0.330
H -0.2246 6.2623 2.7718 -0.018 0.133 0.085 0.383
H 0.7725 2.7000 2.4770 -0.132 -0.284 0.178 0.916
H -3.1381 3.2394 2.2873 -0.049 -0.028 -0.205 0.184
H -4.1341 2.2667 4.2709 -0.103 -0.052 -0.013 0.265
H -2.8778 2.1928 6.4050 -0.038 -0.045 0.041 0.323
H -0.6098 3.1657 6.4995 0.020 -0.037 0.033 0.275
H 0.3897 4.1489 4.5246 0.110 0.019 -0.036 0.120
```
Forces are in eV/Å.

Calculated values
electronic energy = -4557.15747 Eh
LUMO energy (spin up / spin down) = 3.94 / 3.94 eV
strongest force on any atom = 1.77 eV/A
relative energy (zero: lowest compared OMol25 entry of this formula, charge and spin) = 133.89 kJ/mol
charge = -2